Entry 1:
61
Properties=species:S:1:pos:R:3:forces:R:3:lowdin_charge:R:1 method="wB97M-V/def2-TZVPD" homo_lumo_gap_ev=8.9 de_lowest_kcal_mol=52.7 lumo_ev=-0.3276 energy_ha=-1801.838208
N -0.82240 3.05773 1.00906 0.35 -0.94 0.29 -0.051
C -1.18335 1.58226 0.84804 1.48 -0.59 -0.62 -0.272
C -2.74075 1.31171 0.41375 -0.05 -0.19 -0.08 -0.172
B -3.86848 2.00812 1.38735 -0.16 -3.21 1.43 -0.446
O -4.54844 1.22339 2.47091 1.00 0.31 -3.94 -0.012
P -4.33699 3.85358 1.07769 -1.05 3.20 3.82 0.740
O -4.51328 4.68476 2.41624 0.80 -2.00 -3.28 -0.544
H -1.03374 3.39888 1.97764 0.54 -0.49 -1.27 0.079
H 0.20000 3.22295 0.76497 -1.94 -0.37 0.70 0.081
H -0.83276 0.94282 1.79058 -1.17 1.21 -1.91 0.130
H -0.50160 1.19126 -0.05016 -1.57 0.74 1.96 0.114
H -2.90772 1.77051 -0.67412 0.50 -1.18 2.13 0.114
H -2.91431 0.13898 0.43690 0.46 2.31 -0.37 0.117
H -4.66812 0.27251 2.12004 0.66 2.07 1.03 0.118
H -5.63074 3.89919 0.40121 1.10 -0.34 -0.22 0.012
H -3.31388 4.39416 0.18675 -0.91 -0.54 0.31 0.008
C 3.50004 -3.17705 -1.22593 0.02 0.29 -0.13 -0.065
C 2.12441 -3.74298 -0.91754 0.66 -0.50 -0.11 -0.220
O 1.16935 -2.68884 -0.75042 -0.75 0.47 -0.75 0.005
C 0.68381 -2.15142 -1.89641 0.39 -0.17 -0.55 -0.545
O 0.97940 -2.49028 -3.03226 -0.51 0.50 1.70 0.113
O -0.17367 -1.15381 -1.56400 0.57 -0.84 -0.04 -0.024
C -0.70258 -0.44794 -2.68445 -0.24 0.28 -0.46 -0.049
H 3.79132 -2.44098 -0.46866 -0.04 -0.22 0.00 0.083
H 4.24890 -3.97291 -1.25356 -0.11 0.06 0.03 0.081
H 3.50804 -2.66110 -2.19025 -0.05 -0.17 0.06 0.076
H 2.16074 -4.29229 0.02950 -0.26 0.29 -0.07 0.121
H 1.79741 -4.45132 -1.68792 -0.04 0.32 0.06 0.129
H -1.15157 -1.13382 -3.41089 0.25 0.11 0.12 0.100
H 0.08532 0.14955 -3.15378 -0.12 -0.20 -0.04 0.103
H -1.48205 0.22782 -2.32326 0.21 -0.20 0.23 0.078
C -0.50776 -4.27668 3.19601 -0.05 -0.25 0.20 -0.063
C -0.83966 -4.46838 1.72603 0.00 0.72 0.32 -0.216
O -0.61825 -5.82691 1.33022 -0.76 -0.86 -0.07 0.021
C -1.60152 -6.70034 1.65908 -0.32 0.17 0.41 -0.549
O -2.63992 -6.42912 2.24262 1.45 -0.40 -0.90 0.107
O -1.22286 -7.93626 1.24664 -0.19 1.05 0.17 -0.009
C -2.13895 -8.97028 1.60019 -0.36 -0.43 0.10 -0.053
H 0.50538 -4.63371 3.41092 -0.08 0.16 -0.12 0.083
H -0.57880 -3.22206 3.47471 0.02 -0.09 -0.07 0.080
H -1.18820 -4.84919 3.83273 -0.01 0.13 -0.13 0.076
H -0.17266 -3.84733 1.11828 -0.07 -0.38 -0.05 0.105
H -1.86575 -4.15516 1.49976 0.13 -0.28 0.08 0.126
H -3.15490 -8.73280 1.26678 0.22 0.06 0.20 0.097
H -2.11628 -9.13382 2.68222 -0.15 0.10 -0.17 0.100
H -1.82101 -9.89047 1.10335 0.18 0.33 0.00 0.094
C 1.71766 7.69443 -0.18914 -0.01 0.07 -0.30 -0.067
C 2.33218 6.39256 0.29589 -0.06 0.64 0.45 -0.221
O 2.28708 5.39738 -0.73313 0.80 -0.33 -0.73 0.014
C 3.25140 5.49134 -1.68134 0.28 0.56 -0.03 -0.550
O 4.13976 6.32880 -1.72424 -1.26 -1.28 0.07 0.109
O 3.04656 4.50491 -2.59017 0.07 0.63 0.86 -0.011
C 3.95198 4.53542 -3.69140 0.37 -0.03 -0.44 -0.053
H 0.71050 7.52048 -0.58346 0.10 -0.02 0.21 0.083
H 1.65924 8.42192 0.62468 0.00 -0.11 -0.06 0.081
H 2.30598 8.13070 -1.00137 0.04 -0.06 0.18 0.076
H 1.74810 6.00589 1.13808 0.06 -0.20 -0.33 0.120
H 3.35730 6.53965 0.65597 -0.13 -0.08 -0.29 0.125
H 4.99270 4.55323 -3.35035 -0.26 0.15 -0.03 0.098
H 3.73864 5.40216 -4.32487 0.17 -0.07 0.17 0.100
H 3.79976 3.62819 -4.28171 -0.20 0.11 0.30 0.093

Entry 2:
61
Properties=species:S:1:pos:R:3:forces:R:3:lowdin_charge:R:1 method="wB97M-V/def2-TZVPD" homo_lumo_gap_ev="6.1 / 6.1" lumo_ev="0.1854 / 0.1992" multiplicity=2 s_squared=0.75 energy_ha=-3028.145731
O 3.52204 2.98108 -0.60264 1.09 3.08 -1.14 -0.047
H 4.03880 2.91332 -1.45935 -0.48 1.03 1.68 0.176
Cu 0.92684 -0.00691 -0.37740 -2.31 0.98 -0.29 0.425
N 0.82298 0.28868 -2.33917 -0.63 1.36 1.35 -0.191
N 0.17061 1.83017 -0.47321 -0.80 2.14 -2.62 -0.135
N 1.53520 -1.84269 0.01867 1.03 -0.77 1.88 -0.057
N 0.76319 -0.11686 1.60256 1.61 -0.43 2.30 -0.011
O 1.26853 -0.69156 -3.03430 0.44 -0.35 -0.91 -0.174
O 2.06857 -2.53194 -1.03847 0.07 0.00 0.49 -0.017
O 0.51326 0.96789 2.39101 -0.33 -0.70 -0.41 -0.041
O -0.09752 2.61516 0.53688 -0.28 -0.10 1.53 -0.202
C -0.09262 2.32415 -1.69461 0.60 -1.17 3.10 -0.281
C 0.39213 1.48349 -2.73379 1.07 -3.53 -0.90 -0.286
C 1.85867 -2.12309 1.28680 -0.30 -0.12 -4.45 -0.238
C 1.31594 -1.16026 2.20618 -1.78 2.49 -0.59 -0.243
C 0.36075 1.76626 -4.17683 -0.18 0.39 -0.13 -0.032
H 1.21445 2.34173 -4.51154 0.30 0.28 -0.12 0.079
H -0.53191 2.32621 -4.39298 -0.40 0.28 -0.46 0.065
H 0.36211 0.84165 -4.72694 -0.05 -0.42 -0.21 0.069
C -0.89365 3.55417 -1.88369 0.26 0.49 -0.08 -0.024
H -0.57519 4.35052 -1.20376 -0.10 -0.19 0.01 0.078
H -1.94153 3.32674 -1.68005 -0.08 0.11 0.11 0.078
H -0.82689 3.93029 -2.90322 0.02 -0.04 -0.05 0.069
C 2.74406 -3.25542 1.64545 -0.42 0.04 0.01 0.002
C 1.30776 -1.32446 3.67058 -0.09 -0.01 0.75 -0.012
H 3.34532 -3.55203 0.79366 -0.01 -0.05 -0.11 0.082
H 2.08418 -4.07155 1.92741 0.19 -0.42 0.17 0.095
H 3.38364 -3.00115 2.47715 0.15 0.00 0.31 0.083
H 0.71975 -0.55562 4.15820 -0.08 0.20 -0.19 0.079
H 2.26740 -1.32607 4.16279 0.63 0.13 -0.12 0.084
H 0.86768 -2.27268 3.94444 -0.23 -0.47 -0.07 0.087
H 1.83977 -1.92389 -1.81452 -0.10 -0.22 -0.10 0.075
H 0.25663 1.73592 1.70823 -0.22 -0.12 -0.35 0.051
C 3.71249 4.07477 0.44205 -0.82 -1.49 0.57 0.025
H 3.61958 5.13062 0.12628 0.31 -0.94 -0.62 0.094
H 4.64676 3.79146 0.92028 0.14 0.60 -0.10 0.080
H 2.90501 3.92375 1.21943 0.67 -0.23 -1.26 0.112
O 2.66803 0.80952 -0.37096 2.14 1.77 0.13 -0.194
H 3.01781 1.98243 -0.54155 -1.12 -3.21 1.10 -0.003
H 3.31843 0.15842 -0.61678 0.60 -0.04 -0.20 0.028
C -1.66673 -3.62327 0.04848 -0.09 -0.29 -0.05 -0.060
N -2.50373 -2.50537 0.42968 -0.29 -0.16 0.18 -0.160
C -3.87554 -2.84784 0.74424 -0.47 -0.48 0.10 -0.073
C -2.20710 -1.24503 -0.04677 1.36 -0.60 -1.13 -0.429
N -1.19099 -0.99861 -0.83046 -1.24 -0.50 0.49 0.135
N -3.09728 -0.27150 0.32545 0.36 0.23 -0.55 -0.164
C -3.44565 -0.14399 1.71267 -0.21 0.37 0.17 -0.070
C -3.10765 0.95302 -0.45615 -0.17 0.21 -0.10 -0.058
H -2.15124 -4.54447 0.42872 0.54 0.51 -0.22 0.089
H -0.67355 -3.52282 0.49077 0.02 -0.09 -0.14 0.074
H -1.57215 -3.70332 -1.05146 0.03 -0.10 0.34 0.100
H -4.08667 -2.70414 1.81046 -0.16 -0.08 -0.16 0.075
H -4.59530 -2.25885 0.16237 0.19 -0.10 0.12 0.098
H -4.02240 -3.91712 0.51555 -0.12 0.52 0.08 0.084
H -0.74716 -1.85143 -1.18390 -0.36 0.32 0.18 0.036
H -3.04490 0.79176 2.10681 0.07 0.05 0.09 0.090
H -4.52696 -0.13212 1.84409 -0.16 -0.03 0.14 0.088
H -3.01949 -0.96080 2.27465 0.06 -0.13 0.23 0.078
H -2.72417 1.79555 0.13217 0.12 -0.09 -0.14 0.079
H -2.48899 0.80875 -1.34341 -0.05 0.09 0.20 0.075
H -4.13141 1.18937 -0.77629 0.07 -0.03 0.14 0.087

Entry 3:
58
Properties=species:S:1:pos:R:3:forces:R:3:lowdin_charge:R:1 method="wB97M-V/def2-TZVPD" homo_lumo_gap_ev=9.4 de_lowest_kcal_mol=0.0 lumo_ev=-5.1751 charge=+2 energy_ha=-1543.739805
Y 0.51177 0.99281 -0.24689 -0.07 -0.10 -0.24 1.435
N 0.48417 0.54404 2.22835 -0.09 0.06 0.03 -0.002
C 0.55746 -0.94373 2.34807 0.00 0.02 0.00 -0.281
C 0.25285 -1.47342 3.74522 0.07 0.00 0.04 -0.139
C -1.19347 -1.25976 4.23456 -0.01 0.03 -0.04 -0.158
C -1.77992 -2.50686 4.89266 0.15 -0.05 0.13 -0.154
N -1.88931 -3.57198 3.89981 -0.14 0.00 -0.30 0.093
C -2.91601 -4.39758 3.75620 0.11 0.00 0.13 -0.426
N -3.75201 -4.63777 4.76812 0.00 -0.03 -0.02 0.220
N -3.10799 -4.98779 2.57616 -0.01 0.01 0.00 0.221
C -0.30115 -1.60403 1.24474 0.01 0.06 -0.07 -0.576
O -0.74876 -2.72320 1.42006 -0.09 -0.09 0.13 0.065
O -0.43871 -0.90673 0.16483 0.08 -0.01 0.13 -0.162
H 1.21335 0.95292 2.80914 0.01 0.00 0.00 0.113
H -0.39020 0.85969 2.64797 0.00 0.01 -0.02 0.105
H 1.58970 -1.21195 2.09761 -0.01 -0.04 0.02 0.161
H 0.95285 -1.01714 4.44844 0.01 -0.04 0.00 0.128
H 0.49860 -2.53627 3.73649 0.03 0.00 0.00 0.124
H -1.84882 -0.97270 3.40539 -0.02 -0.03 0.00 0.124
H -1.23522 -0.45143 4.96498 0.00 0.01 -0.01 0.123
H -2.76357 -2.29050 5.30894 -0.04 0.03 -0.06 0.126
H -1.13507 -2.83697 5.71104 -0.01 0.05 0.02 0.136
H -1.29470 -3.47359 3.07479 -0.03 0.09 0.00 0.106
H -3.49213 -4.41505 5.71313 0.00 0.01 0.01 0.128
H -4.57471 -5.20069 4.63361 0.00 0.00 0.00 0.136
H -2.58273 -4.67563 1.77483 0.01 -0.03 -0.05 0.124
H -3.68998 -5.80219 2.48402 -0.01 0.01 -0.02 0.134
C -2.00723 4.00924 -1.01148 -0.01 -0.05 0.07 -0.055
C -1.60079 2.93486 -2.00018 0.19 0.11 -0.30 -0.537
C -2.74683 2.01946 -2.37323 -0.09 -0.02 0.02 -0.051
O -0.52922 2.16784 -1.47006 0.05 -0.10 0.40 -0.421
H -2.78667 4.64729 -1.42675 -0.01 0.00 0.00 0.091
H -1.15605 4.63890 -0.75034 0.00 0.00 0.00 0.080
H -2.40036 3.54478 -0.10161 0.00 0.04 0.00 0.081
H -1.22004 3.41735 -2.90903 -0.06 0.03 0.02 0.133
H -3.14430 1.53093 -1.47980 -0.01 -0.01 -0.02 0.084
H -2.41998 1.24928 -3.07320 0.00 -0.01 0.00 0.074
H -3.55366 2.58394 -2.84129 0.00 -0.02 0.01 0.092
C 1.23231 1.51861 -4.35645 -0.07 0.02 0.03 -0.024
N 1.87802 0.71997 -3.31251 -0.01 -0.08 -0.06 -0.207
C 1.21513 -0.54850 -3.03143 -0.02 0.04 0.00 -0.067
C 2.90911 1.18570 -2.58363 0.00 0.05 0.07 -0.712
S 3.10650 0.73440 -0.91306 0.04 -0.01 -0.03 0.644
N 3.79041 2.00063 -3.14517 0.01 0.00 -0.04 -0.180
C 4.73716 2.79392 -2.35867 0.01 0.03 -0.01 -0.056
C 4.07903 1.97547 -4.58439 0.05 0.00 0.00 -0.014
H 0.15912 1.49272 -4.16378 0.00 0.02 -0.02 0.090
H 1.42221 1.12845 -5.35626 0.02 -0.02 0.01 0.105
H 1.56335 2.55087 -4.29409 -0.02 -0.01 0.00 0.100
H 1.04053 -1.06566 -3.97526 0.00 0.00 0.00 0.113
H 0.22227 -0.39805 -2.58306 0.00 0.00 -0.01 0.071
H 1.83125 -1.18127 -2.40084 0.01 0.01 0.01 0.078
H 4.28961 3.11161 -1.42284 -0.01 -0.01 -0.01 0.066
H 4.99839 3.67101 -2.94689 0.01 0.01 0.02 0.103
H 5.64084 2.22008 -2.15036 -0.01 0.00 0.00 0.106
H 3.67538 1.07549 -5.03752 0.00 0.01 0.02 0.096
H 5.16179 1.96235 -4.69730 0.00 0.00 -0.01 0.108
H 3.68637 2.85578 -5.09177 0.00 0.00 0.01 0.105

Entry 4:
69
Properties=species:S:1:pos:R:3:forces:R:3:lowdin_charge:R:1 method="wB97M-V/def2-TZVPD" homo_lumo_gap_ev=6.9 lumo_ev=-4.1323 charge=+1 energy_ha=-6338.183926
C -5.69583 -0.50753 0.20506 -0.48 -0.20 -0.14 -0.163
C -5.04136 0.96802 0.23709 -0.57 -0.99 1.79 -0.478
S -3.18528 0.97037 -0.02257 -0.34 0.27 -0.24 0.754
C -2.56012 -0.06533 1.38183 -2.65 -0.04 1.80 -0.521
N -1.10762 -0.16671 1.54638 1.35 -1.52 -2.23 -0.487
S -0.37370 1.14755 2.40975 0.95 0.86 -0.09 0.858
C -0.33323 -0.67061 0.43591 0.34 -0.78 -0.33 -0.421
N 0.48173 0.11873 -0.48500 -1.23 0.04 1.38 -0.199
P -0.31611 0.60671 -1.96726 -1.12 0.21 -1.46 0.298
S -1.58235 -0.63930 -2.73158 0.50 -0.02 0.27 0.135
N -0.24642 -2.00396 0.26456 -0.22 1.61 0.13 -0.364
Br 0.84835 -2.70097 -1.12191 -0.11 -0.04 0.41 0.941
C -0.92268 -3.01596 1.10008 -0.43 -1.85 0.99 -0.102
C -0.15248 -3.30873 2.49231 3.14 0.69 0.93 -0.310
O 1.02314 -2.98078 2.70976 -4.62 -0.85 -0.92 0.124
O -0.89001 -4.01431 3.49959 -0.28 0.50 -2.79 0.066
C -1.69960 -5.05424 2.93021 0.48 -4.79 -0.96 -0.388
C -3.24789 -4.90814 2.55226 0.42 1.10 -0.58 0.003
O -1.16332 -6.16536 2.71407 -1.75 4.57 0.94 0.107
H -6.34592 -0.68249 1.14370 0.94 0.40 -1.58 0.086
H -6.35331 -0.64423 -0.72938 1.02 0.22 1.49 0.085
H -4.93517 -1.35783 0.18950 -0.83 1.26 -0.07 0.051
H -5.57774 1.66351 -0.49526 1.27 -0.90 1.01 0.094
H -5.17799 1.35029 1.31968 0.06 -0.25 -1.86 0.080
H -3.13254 -1.06850 1.33574 1.45 1.26 0.06 0.079
H -2.96578 0.43609 2.34516 0.87 -0.87 -1.35 0.107
H 0.98093 0.76312 2.49482 -1.57 -0.34 -0.10 -0.055
H 0.89749 0.95441 -0.04683 -0.39 -0.44 0.17 0.080
H 0.72595 0.94292 -2.91937 -0.27 -0.13 1.23 0.008
H -0.99539 1.86014 -1.69156 0.94 -0.66 0.16 -0.019
H -0.89507 -4.02348 0.53399 0.00 1.71 0.77 0.142
H -2.01721 -2.82518 1.33428 1.50 0.24 -0.52 0.109
H -3.34309 -5.26072 1.45921 0.26 0.35 1.76 0.108
H -3.56884 -3.80234 2.55093 0.28 -1.74 0.38 0.080
H -3.93775 -5.56426 3.19209 1.32 1.09 -0.77 0.113
C 2.98942 -5.31759 -5.89802 -0.54 -0.26 -0.41 -0.093
O 4.13175 -4.86869 -5.17871 0.69 0.80 0.97 -0.209
P 3.97827 -3.54201 -4.30375 0.02 -0.17 -0.08 0.397
O 2.87605 -3.56175 -3.31680 0.38 0.45 -0.57 -0.296
O 3.86540 -2.37074 -5.39296 -0.57 -0.23 0.99 -0.222
C 4.81782 -2.31692 -6.44783 0.38 0.02 -0.53 -0.095
O 5.44015 -3.35173 -3.68471 -0.65 -0.91 -0.58 -0.212
C 5.65924 -2.18196 -2.90888 0.11 0.54 0.30 -0.095
H 2.76144 -6.34117 -5.59855 0.06 0.12 0.04 0.096
H 2.11538 -4.68804 -5.71596 0.06 -0.06 0.04 0.088
H 3.21979 -5.30315 -6.96489 0.03 0.01 0.10 0.093
H 4.37705 -2.74601 -7.34946 0.06 0.01 0.06 0.092
H 5.73421 -2.85721 -6.20116 -0.08 0.02 0.01 0.092
H 5.06676 -1.27220 -6.63741 -0.11 -0.07 0.08 0.094
H 5.73631 -1.31213 -3.56563 -0.03 -0.01 0.06 0.090
H 6.59733 -2.29609 -2.36565 -0.10 -0.16 -0.14 0.096
H 4.85035 -2.03231 -2.19041 0.03 -0.02 -0.05 0.083
C -0.50739 7.38257 0.83582 -0.44 0.28 -0.46 -0.095
O 0.42374 6.94116 1.81594 0.58 -0.83 0.94 -0.214
P 0.03703 5.64850 2.67155 -0.15 -0.02 -0.26 0.392
O -0.29857 4.44470 1.87926 -0.01 0.76 0.79 -0.273
O -1.14438 6.15771 3.62889 0.20 -0.91 -0.60 -0.221
C -0.96594 7.36286 4.36261 0.02 0.56 0.30 -0.096
O 1.28723 5.48647 3.65754 -0.18 0.61 -0.97 -0.215
C 1.20558 4.45427 4.62909 -0.03 -0.32 0.45 -0.092
H -0.01232 7.41290 -0.13554 0.00 -0.05 0.12 0.094
H -1.37953 6.72768 0.77305 0.09 0.00 -0.01 0.088
H -0.83896 8.38938 1.09643 0.06 -0.08 0.01 0.093
H -1.48189 8.17488 3.84704 0.06 -0.03 0.04 0.092
H 0.08898 7.62065 4.47804 -0.07 -0.04 -0.03 0.092
H -1.40608 7.23488 5.35219 -0.01 -0.08 -0.13 0.095
H 0.51470 4.74757 5.42283 0.00 -0.10 -0.04 0.094
H 2.19495 4.30531 5.06193 -0.05 0.15 -0.16 0.097
H 0.87235 3.51733 4.17687 -0.03 0.05 0.01 0.064